This record from the Open Molecules 2025 dataset describes a molecular structure, C44H31BrN5O3PtS. The level of theory is ωB97M-V/def2-TZVPD.

Last column: Mulliken charge in e.
Positions of all 86 atoms, in Å:
Pt  0.1725  0.8619  1.4290  2.46
C  3.7108  -1.6929  -3.5409  -0.64
C  3.8635  -1.1441  -2.2765  -0.41
C  3.9153  1.9085  3.7906  -0.81
C  1.9842  3.1905  -1.7841  -0.35
H  4.5320  -1.6415  -4.2443  0.41
H  4.7868  -0.6678  -1.9831  0.44
H  2.8382  2.6832  -2.2008  0.64
H  0.5804  1.9739  -4.5423  0.49
C  -0.5567  -1.9341  3.0333  -0.86
C  -2.7063  1.1396  -4.5125  -0.78
C  -2.7558  0.4752  -3.2992  -0.35
C  -2.3458  -1.6563  -1.1481  0.32
C  -0.4024  0.9145  -2.9652  0.60
H  -4.4163  0.7847  2.9402  0.49
C  1.3617  2.6749  -0.6667  -0.35
H  5.4379  -1.8792  3.5801  0.44
H  2.0511  4.7457  -3.2595  0.44
H  -1.4120  -2.3211  -2.9576  0.73
S  3.2202  0.9220  0.1912  0.50
O  4.0504  1.4228  -0.8972  -0.60
C  -0.2435  4.5577  -0.7866  0.94
H  5.5806  0.6009  4.0703  0.45
C  1.6161  -1.8315  -1.7269  0.16
C  3.8160  -0.4618  3.4125  1.12
C  0.4317  5.0546  -1.9247  -1.02
H  -3.4968  -1.2084  0.5926  0.75
H  -2.4622  -4.5621  -2.8819  0.46
O  -1.8545  0.6889  2.9368  -0.63
H  -3.6000  1.2284  -5.1162  0.43
H  0.5669  -2.8978  -3.2658  0.40
H  0.8250  -1.8921  -0.9897  0.36
H  -5.8741  -1.2035  3.3091  0.47
C  -2.6768  -3.8357  -2.1088  -0.91
C  -4.0060  -0.2104  3.0522  -0.91
C  2.5755  1.9839  3.3639  -0.27
C  1.4832  -2.3923  -2.9906  -0.26
O  2.9418  -0.7259  -0.0858  -0.07
H  -1.7376  6.1097  -0.6751  0.46
H  4.0853  -3.8059  2.8702  0.41
H  -2.7993  5.1734  1.3753  0.43
N  -1.1775  0.2133  -0.1839  -0.63
C  4.5378  0.6943  3.7921  -0.82
C  -4.2080  -2.5656  3.4380  -0.40
C  2.8050  -1.2080  -1.3792  -0.02
C  1.6870  -1.4386  2.7336  -0.23
C  -1.6029  0.3773  -2.5215  -0.02
C  2.4656  -0.2962  3.0752  0.35
N  1.8725  0.9307  3.0288  -0.55
N  -0.4100  2.8805  0.9387  -0.12
C  -3.8581  -3.2098  -0.1089  -0.71
C  -1.9514  4.6941  0.9068  -0.95
H  4.4345  2.8146  4.0694  0.41
C  -2.8214  -2.7398  3.3622  -0.36
C  -1.4373  3.5091  1.4601  -0.28
H  -4.0429  -5.1195  -1.0674  0.42
C  -4.7974  -1.2947  3.2607  -0.44
H  -1.4675  2.1912  -5.9122  0.43
H  0.0795  5.9606  -2.4006  0.43
H  -0.2275  -2.8439  3.5415  0.56
C  -1.6738  -0.3247  -1.2059  -0.41
C  -2.0809  -2.5859  -2.1502  -0.17
C  2.5246  -2.3152  -3.9031  -0.84
C  -2.5604  -0.3274  2.9953  0.47
C  -3.5638  -4.1490  -1.0876  -0.60
H  0.4906  0.7902  -2.3701  0.52
C  2.2620  -2.6711  2.6566  -0.01
C  -1.5061  1.6828  -4.9572  -0.58
Br  -5.2950  -4.0379  3.7575  -0.03
C  0.2163  3.3804  -0.1689  0.46
H  2.0812  2.9443  3.2662  0.50
H  -3.6833  0.0373  -2.9505  0.53
N  1.7069  1.5277  0.0498  -0.32
H  1.6775  -3.5269  2.3411  0.58
N  0.3077  -1.1585  2.5146  0.26
C  4.3893  -1.7564  3.3398  -0.77
H  -2.4084  -3.7323  3.4974  0.51
C  -3.2443  -1.9662  -0.1353  -0.15
C  3.6367  -2.8254  2.9518  -1.15
H  -4.5805  -3.4443  0.6625  0.42
H  -1.8824  3.0606  2.3386  0.56
C  -1.9937  -1.6776  3.0905  0.91
H  2.4195  -2.7499  -4.8885  0.44
C  -1.3631  5.2034  -0.2143  -0.67
C  -0.3572  1.5650  -4.1898  -1.22
C  1.5197  4.3772  -2.3908  -0.93

The spin multiplicity is 5. The gap between HOMO and LUMO (alpha / beta) is 6.49 / 4.13 eV. As for the HOMO energy (alpha / beta): -9.7 / -9.6 eV. As for the total charge: +1. As for the expectation value of S²: 6.067. The calculation puts the relative energy (zero: lowest compared OMol25 entry of this formula, charge and spin) at 0.000 eV. As for the LUMO energy (alpha / beta): -0.1180 / -0.2015 hartree.

=====

This record from the Open Molecules 2025 dataset describes a molecular structure, C44H32Br4INO3P2S2Sr. The level of theory is ωB97M-V/def2-TZVPD.

Last column: Mulliken charge in e.
Positions of all 90 atoms, in Å:
H  6.5734  -1.9235  1.0462  0.37
I  -1.8085  -2.6284  5.6321  0.07
C  -3.6688  -3.7261  -3.6621  -0.42
C  1.6723  -3.6113  0.9288  0.18
H  -4.0553  2.0870  4.3527  0.35
C  3.4748  -0.5670  1.2206  -0.01
C  -3.8989  -1.7273  3.6217  -0.10
H  -1.0668  -0.0278  -3.4074  -0.14
C  0.8497  1.0144  0.7019  -1.87
H  -0.1678  5.7029  -2.0834  0.38
C  3.4829  0.1712  0.0432  0.50
C  -2.0706  -0.2366  -3.7841  -0.85
C  2.6562  -4.1963  1.7246  -0.22
H  4.6113  0.7175  -1.6972  0.37
H  0.5613  0.7629  3.1864  0.19
C  -0.2012  5.8209  1.2984  -0.66
Br  5.0073  -6.4572  -0.8703  -0.25
C  4.6191  0.1653  -0.7646  -0.62
O  0.7009  -3.4800  -1.2217  -1.00
H  6.6075  -0.5848  -1.0370  0.35
Br  2.5305  -5.2821  -2.7926  -0.22
C  -2.2162  1.2535  5.0832  -0.50
H  -2.5940  1.1015  6.0884  0.34
C  -4.3691  -1.4492  2.3485  -0.90
C  5.7320  -0.5723  -0.3977  -0.73
C  -0.1214  6.2694  -0.0119  -0.49
P  -0.6248  1.7498  0.7837  1.89
C  -0.4033  4.4722  1.5654  -0.49
N  -2.2638  -2.0546  1.4044  0.15
C  -3.5131  -1.6197  1.2721  -0.22
H  4.5639  -1.9149  2.4840  0.39
H  -0.5597  3.3026  -1.6013  0.30
S  -2.1538  1.0826  -0.3926  -0.62
H  -5.9833  -2.1447  -6.3163  0.36
C  2.8302  3.6051  0.2757  -0.32
C  3.5927  5.3528  -1.1896  -0.45
H  2.7867  2.5507  -2.9320  0.33
H  -3.2107  2.3582  2.0307  0.39
H  -3.8241  -1.3686  0.2658  0.39
C  2.9472  3.2152  -2.0915  -0.10
O  -2.0415  -1.9988  -2.2167  -0.40
Sr  -0.1682  -1.3990  -0.4038  2.11
H  -6.1885  -4.5450  -5.7667  0.36
C  2.6521  2.7539  -0.8128  -0.16
Br  2.5474  -3.8028  3.5844  -0.19
C  -0.4421  1.0596  3.4723  -0.24
C  -2.5978  -2.1793  3.7500  -0.66
C  -4.6134  -4.5035  -4.3093  -0.54
P  1.9910  1.0657  -0.4984  1.64
C  3.6629  -5.0388  1.2150  0.19
H  -0.7702  -2.6777  2.6714  0.53
C  -4.3739  -1.8108  -4.9400  -0.37
C  -3.5403  -2.3734  -3.9767  0.30
H  -0.4529  4.1288  2.5916  0.35
O  0.7913  -2.7819  1.3757  -0.37
H  -5.3738  -1.0794  2.1930  0.38
C  4.5891  -1.3178  1.5815  -0.44
C  -0.2490  5.3634  -1.0575  -0.61
H  0.0513  7.3191  -0.2207  0.36
C  -2.5098  -1.5745  -3.2504  0.55
C  1.6368  -3.9665  -0.4862  0.15
C  3.2950  4.8979  0.0883  -0.46
H  3.6450  4.8609  -3.2781  0.35
Br  5.0356  -5.6818  2.3581  -0.21
C  2.6350  -4.8309  -0.9495  -0.04
S  1.5500  0.2479  -2.3045  -0.67
C  -1.2626  1.6036  2.4892  0.16
H  -4.5252  -1.5880  4.4931  0.40
H  -2.7266  0.5306  -3.3606  0.35
H  3.9495  6.3662  -1.3365  0.36
C  -3.0375  1.8044  4.1066  -0.75
C  -5.4478  -3.9354  -5.2638  -0.33
H  -2.0970  -0.1715  -4.8702  0.49
H  -0.0984  6.5210  2.1204  0.36
C  -1.8016  -2.3357  2.6233  -0.20
H  2.5694  3.2461  1.2651  0.25
C  -2.5672  1.9712  2.8117  -0.46
C  5.7147  -1.3208  0.7735  -0.60
C  -0.5374  3.5609  0.5210  0.06
C  3.4191  4.5091  -2.2772  -0.63
H  3.4099  5.5586  0.9399  0.39
C  -5.3303  -2.5884  -5.5749  -0.65
C  -0.4595  4.0193  -0.7928  -0.35
H  -4.7008  -5.5562  -4.0727  0.38
H  2.5779  -0.5748  1.8297  -0.05
C  -0.9182  0.8801  4.7661  -0.74
C  3.6531  -5.3503  -0.1294  0.14
H  -3.0060  -4.1423  -2.9143  0.53
H  -0.2810  0.4336  5.5196  0.49
H  -4.2819  -0.7603  -5.1821  0.37

The gap between HOMO and LUMO is 4.92 eV. As for the HOMO energy: -1.5 eV. As for the total charge: -2. The calculation puts the relative energy (zero: lowest compared OMol25 entry of this formula, charge and spin) at 0.000 eV. As for the LUMO energy: 0.1271 hartree.

=====

This record from the Open Molecules 2025 dataset describes a molecular structure, C44H33INO8P2SY. The level of theory is ωB97M-V/def2-TZVPD.

Last column: Mulliken charge in e.
Positions of all 91 atoms, in Å:
C  4.0375  0.9244  -3.4288  -0.68
H  9.2057  -0.0445  0.1527  0.41
C  -3.5540  -5.5977  -0.4751  -0.30
H  3.2614  0.0565  4.7803  0.40
C  8.1420  1.6901  0.8325  -0.47
H  -2.6565  -6.1958  -0.5659  0.46
H  2.1818  3.5611  -0.6212  0.56
H  1.5214  1.7821  4.3517  0.41
C  4.4532  0.6298  -2.1415  -0.18
H  -1.9080  -0.9530  4.0618  0.36
C  5.8359  0.1448  0.5190  0.35
C  2.1571  0.8094  1.1763  1.85
O  -1.1626  -4.0999  0.4133  -0.66
O  -0.5628  -0.4371  2.6237  0.03
C  -4.7159  1.4942  0.3931  -0.38
H  -4.1018  2.1588  4.1450  0.45
O  -2.1390  -1.9478  2.3072  -0.39
H  6.8178  3.2452  1.4942  0.42
H  -4.8977  1.3239  -0.6602  0.46
C  -3.4453  -4.2268  -0.2872  0.28
H  4.4234  1.8013  -3.9335  0.42
C  2.9596  0.2934  3.7685  -1.04
C  -1.5549  -1.1092  3.0326  -0.20
H  -6.7317  -3.4481  -0.0356  0.41
H  -4.4942  -2.3902  0.0491  0.36
C  -4.8035  -6.1947  -0.5426  -0.56
H  4.7842  1.8858  1.2215  0.37
O  0.8570  -3.0076  2.3721  -0.66
C  -0.9519  2.3458  -0.0456  0.13
C  -2.1038  -3.5782  -0.2225  0.97
C  3.1216  0.0980  -4.0717  -0.62
O  2.6580  -4.1253  1.9202  -0.66
H  2.7234  -2.2406  -1.6548  0.48
H  -6.3854  2.3718  3.2096  0.38
H  5.1578  1.2849  -1.6420  0.39
C  2.6548  -1.0436  -3.4379  -0.50
H  2.7905  0.3343  -5.0751  0.42
H  1.9566  -1.7000  -3.9411  0.43
C  -5.5596  2.0928  2.5682  -0.57
C  -2.6128  1.7062  -4.0422  -0.70
C  -3.4044  -0.2066  -2.2017  -0.52
C  -2.1669  1.7818  -2.7290  -0.83
P  -1.9875  0.8019  -0.0546  2.04
C  -1.5865  3.5827  0.1055  -0.58
H  -2.6536  3.6047  0.2834  0.53
C  -5.9394  -5.4126  -0.3907  -0.01
C  -3.4652  0.6854  -4.4333  -0.64
C  -5.8411  -4.0458  -0.1734  -0.69
C  3.2124  -0.0989  1.3777  -0.56
C  1.5716  1.4925  2.2359  -0.55
H  -3.6784  -0.9849  -1.5042  0.36
H  -1.4328  5.7145  0.1559  0.42
N  1.7572  -3.4178  1.5802  1.34
C  7.0911  -0.3865  0.2320  -0.52
C  -2.5617  0.8288  -1.7918  0.91
I  -7.8248  -6.3051  -0.4787  0.07
H  -4.5150  -1.0809  -3.8055  0.46
C  -4.2782  1.9729  3.0931  -0.92
C  0.4651  4.7883  -0.2344  -1.01
H  7.1699  -1.4132  -0.1071  0.41
Y  -0.3557  -1.8415  0.7170  0.89
S  1.5056  0.9735  -0.4946  1.01
H  -1.5078  2.5927  -2.4477  0.21
O  1.6374  -2.9976  0.3758  -0.57
C  0.4251  2.3822  -0.2839  -1.02
C  6.8963  2.2272  1.1345  -0.69
C  1.9886  1.2532  3.5321  -0.79
H  -3.8135  0.6287  -5.4567  0.39
O  0.6240  -0.2393  -0.7132  -0.27
H  -2.2276  1.5015  2.6897  0.39
H  9.0356  2.2880  0.9572  0.38
C  1.1191  3.5815  -0.4014  -0.19
C  -3.4321  1.3657  0.9123  -0.09
C  -3.2242  1.6043  2.2736  0.13
H  -2.2910  2.4517  -4.7584  0.44
C  -4.5884  -3.4534  -0.1325  -0.32
C  5.7523  1.4600  0.9768  0.02
C  -5.7744  1.8522  1.2207  -0.75
C  8.2378  0.3830  0.3804  -0.63
H  4.3222  -1.1058  2.9033  0.48
H  -6.7689  1.9470  0.8035  0.44
C  3.9550  -0.4937  -1.4796  0.26
C  -0.8967  4.7829  0.0287  -0.81
H  0.7639  2.1886  2.0619  0.29
C  3.0853  -1.3504  -2.1540  -0.26
O  -1.9602  -2.4373  -0.7821  -0.49
C  -3.8621  -0.2702  -3.5081  -0.71
P  4.3960  -0.9585  0.2349  -0.21
H  1.0108  5.7185  -0.3195  0.39
H  -4.8924  -7.2601  -0.7046  0.37
C  3.5490  -0.3706  2.7059  -0.63

The gap between HOMO and LUMO is 8.32 eV. As for the HOMO energy: -8.4 eV. The calculation puts the relative energy (zero: lowest compared OMol25 entry of this formula, charge and spin) at 0.521 eV. As for the LUMO energy: -0.0039 hartree.

=====

This record from the Open Molecules 2025 dataset describes a molecular structure, C44H34BrINNdO7PSi. The level of theory is ωB97M-V/def2-TZVPD.

Last column: Mulliken charge in e.
Positions of all 91 atoms, in Å:
H  5.1414  2.1460  -2.0246  0.25
C  2.6047  6.0093  -1.0044  -0.69
Nd  0.7179  0.1449  -0.1954  0.11
O  1.0079  -2.0651  0.3260  -0.56
C  4.7988  -0.6441  -1.9707  -1.42
C  -1.1048  -5.4566  0.4176  -0.71
H  3.9880  -0.7842  1.8852  0.27
C  1.1832  -2.3547  1.5516  1.03
C  -2.7149  -2.2409  -3.4150  0.33
C  1.4883  4.1288  -0.0096  0.02
H  5.8305  -0.5067  -1.6561  0.36
H  4.6558  -1.7026  -2.1702  0.33
O  0.9447  2.1367  -1.1584  -0.60
H  2.5341  4.0454  -1.8642  0.45
C  5.1912  4.2694  0.5952  -0.40
C  0.9919  -1.1019  3.8340  -1.34
C  -4.7156  1.2160  0.2495  -0.46
H  -5.6753  -0.9315  2.6688  0.42
H  0.2667  0.8880  6.1991  0.31
C  0.4403  -0.0214  4.5293  0.68
H  -0.7455  1.7943  4.3119  0.48
H  5.9059  4.3982  -1.4145  0.40
H  5.5270  5.2630  0.8660  0.40
C  4.9739  2.5076  -1.0199  -0.27
H  -0.8766  -0.9132  -5.9662  0.42
I  0.0351  -0.4942  -3.1649  0.22
C  1.1900  2.6635  -0.0449  1.09
H  -1.8416  -2.1710  2.2690  0.64
C  -3.6543  -2.9442  -4.2531  0.86
C  -5.1269  -0.5372  1.8242  -0.96
O  1.6999  -3.3532  2.0266  -0.81
H  -3.9315  -2.2863  1.6455  0.43
C  -1.3681  -4.3071  -0.3029  -0.78
C  -3.3789  -0.7914  0.1906  1.54
C  -1.6769  -3.1183  0.3522  1.15
C  -1.6582  -1.4861  -5.4945  -0.59
H  -5.6236  -4.3824  -1.8893  0.44
Br  2.7134  8.6048  0.1406  -0.24
H  -2.5135  -2.1326  -7.3546  0.38
H  5.4019  -1.1483  0.9039  0.42
C  -0.3591  0.8963  3.8488  -1.00
H  -5.3664  -4.2353  -4.3480  0.37
H  -1.3826  -4.2114  3.5412  0.40
C  2.2338  4.6790  -1.0446  -0.46
C  -1.6622  -3.0982  1.7437  -0.66
H  -0.8991  -6.3264  2.3638  0.39
H  -4.0694  -3.1960  -0.4505  0.32
H  3.9676  -2.1641  0.8110  0.36
C  -4.6914  -3.7103  -3.6877  -0.86
H  -4.9336  2.2002  -0.1361  0.42
C  -1.7164  -1.5215  -4.1207  -0.31
C  1.4252  6.2586  1.0945  -0.78
H  3.2068  6.4433  -1.7868  0.44
Si  3.5810  -0.0555  -0.5549  0.43
H  4.6615  -0.1101  -2.9080  0.32
C  1.0784  4.9195  1.0549  -0.13
C  -3.5637  -2.8990  -5.6601  -0.80
C  -1.3951  -4.2477  2.4617  -0.97
C  -3.7106  0.4618  -0.3215  -1.13
N  -0.1693  -0.4111  1.8851  1.33
C  -3.9382  -3.1092  -1.5176  -0.01
C  4.5494  3.4696  1.5268  -0.77
H  -4.2906  -3.4525  -6.2388  0.37
C  0.6572  -1.2541  2.5010  0.18
H  -6.1792  1.3279  1.8096  0.37
C  4.3386  1.6805  -0.0988  0.41
O  -1.2805  1.3078  0.3382  -0.55
C  -2.8926  -2.3470  -2.0027  1.36
C  -5.4136  0.7268  1.3410  -0.65
H  1.1095  6.8922  1.9126  0.43
C  4.1413  2.1962  1.1808  -0.01
C  2.1932  6.7773  0.0677  0.23
C  4.3122  -1.1379  0.9071  -1.38
O  1.2778  2.0076  1.0174  -0.46
H  0.4781  4.4815  1.8383  0.50
C  -2.5847  -2.1768  -6.2786  -0.83
H  -1.3256  -4.3292  -1.3839  0.49
C  -1.1207  -5.4320  1.8014  -0.83
C  -0.6330  0.6655  2.5096  -0.21
C  5.4040  3.7784  -0.6812  -0.71
H  4.3642  3.8498  2.5239  0.37
C  -1.3373  1.6624  1.5477  0.50
H  3.6451  1.5887  1.9268  0.09
H  -0.8729  -6.3740  -0.1059  0.41
O  -1.8407  2.6723  2.0245  -0.88
O  0.7146  0.1069  5.8527  -0.58
C  -4.1240  -1.2988  1.2488  -0.07
P  -1.9017  -1.5680  -0.6017  0.50
C  -4.8342  -3.7942  -2.3329  -1.39
H  -3.1413  0.8570  -1.1517  0.17
H  1.6675  -1.7908  4.3142  0.62

The spin multiplicity is 4. The gap between HOMO and LUMO (alpha / beta) is 5.80 / 5.74 eV. As for the HOMO energy (alpha / beta): -4.1 / -4.0 eV. As for the total charge: -1. As for the expectation value of S²: 3.754. The calculation puts the relative energy (zero: lowest compared OMol25 entry of this formula, charge and spin) at 2.103 eV. As for the LUMO energy (alpha / beta): 0.0626 / 0.0627 hartree.

=====

Question: The highest relative energy (zero: lowest compared OMol25 entry of this formula, charge and spin) belongs to which entry?
Answer: C44H34BrINNdO7PSi